Record 1
A structure of composition C17H37CrO9. Source: OMol25; level of theory: ωB97M-V/def2-TZVPD.

XYZ file:
```
64
Properties=species:S:1:pos:R:3
Cr -0.773 0.587 -0.122
C 0.368 3.552 2.788
C 0.812 2.752 1.556
C 1.454 1.444 2.024
O -0.158 2.537 0.584
H -0.206 4.440 2.522
H 1.220 3.839 3.411
H -0.241 2.890 3.413
H 1.564 3.326 0.977
H 2.260 1.504 2.771
H 2.036 1.041 1.186
H 0.672 0.754 2.350
C -2.765 0.767 3.354
C -2.302 -0.514 2.656
C -3.265 -1.672 2.872
O -2.113 -0.246 1.302
H -3.748 1.041 2.968
H -2.014 1.541 3.227
H -2.910 0.546 4.423
H -1.298 -0.778 3.037
H -3.548 -1.652 3.930
H -2.869 -2.639 2.566
H -4.182 -1.496 2.302
C -2.606 -1.721 -3.337
C -1.633 -0.578 -3.071
C -1.579 0.410 -4.236
O -1.835 0.025 -1.857
H -2.293 -2.470 -4.079
H -3.489 -1.318 -3.851
H -2.885 -2.255 -2.431
H -0.618 -1.030 -3.089
H -2.604 0.765 -4.426
H -1.279 -0.067 -5.174
H -1.025 1.324 -4.029
C 0.530 3.466 -2.716
C 1.839 3.088 -2.081
O 2.395 1.913 -2.719
C 1.986 0.729 -2.229
O 1.244 0.674 -1.275
O 2.505 -0.224 -2.918
C 2.196 -1.578 -2.651
H 0.411 4.537 -2.501
H -0.369 3.008 -2.304
H 0.496 3.387 -3.803
H 1.765 2.883 -1.012
H 2.609 3.848 -2.199
H 1.147 -1.738 -2.900
H 2.326 -1.793 -1.587
H 2.832 -2.301 -3.152
C 2.379 -2.092 3.547
C 2.811 -1.974 2.120
O 2.123 -2.928 1.314
C 1.108 -2.485 0.576
O 0.537 -1.445 0.691
O 0.730 -3.467 -0.238
C -0.539 -3.264 -0.879
H 1.349 -1.732 3.602
H 2.993 -1.452 4.190
H 2.458 -3.066 4.032
H 3.896 -2.068 2.016
H 2.601 -0.964 1.755
H -0.480 -2.339 -1.457
H -1.344 -3.195 -0.150
H -0.688 -4.074 -1.587
```

Its multiplicity is 5. The net charge is -1. The energy relative to the best compared isomer or geometry (same formula, charge and spin) is 0.0 kcal per mole. For the HOMO energy (alpha / beta), the calculation gives -3.772 / -4.248 eV. The value obtained for the largest force on an atom is 3.0 eV Å⁻¹. The value obtained for the LUMO energy (alpha / beta) is 2.7 / 2.7 eV. As for the frontier orbital gap (alpha / beta): 6.456 / 6.932 eV.

=====

Record 2
A structure of composition CH3N2O2S. Source: OMol25; level of theory: ωB97M-V/def2-TZVPD.

XYZ file:
```
9
Properties=species:S:1:pos:R:3
C 0.217 1.445 0.458
N -0.789 -1.187 0.239
N 0.509 -0.473 0.272
O 0.154 1.775 -0.657
O 0.092 1.782 1.577
S 1.408 -0.702 -1.067
H -1.666 -0.603 0.274
H -0.736 -1.886 0.966
H 0.812 -0.150 -2.063
```

Its multiplicity is 1. The net charge is -1. The energy relative to the best compared isomer or geometry (same formula, charge and spin) is 40.8 kcal per mole. For the HOMO energy, the calculation gives -3.331 eV. The value obtained for the largest force on an atom is 3.7 eV Å⁻¹. The value obtained for the LUMO energy is 3.9 eV. As for the frontier orbital gap: 7.211 eV.

=====

Record 3
An isolated molecule of C5H6O. Source: OMol25; level of theory: ωB97M-V/def2-TZVPD.

XYZ file:
```
12
Properties=species:S:1:pos:R:3
C 0.549 -1.063 -0.808
C 0.515 -0.824 0.678
O 1.156 0.360 1.112
C -0.174 0.734 1.403
C -0.777 1.438 0.289
C -1.355 2.194 -0.459
H 0.178 -0.191 -1.355
H -0.060 -1.936 -1.065
H 1.583 -1.254 -1.115
H 0.828 -1.660 1.309
H -0.582 -0.671 1.117
H -1.863 2.873 -1.107
```

Its multiplicity is 1. The energy relative to the best compared isomer or geometry (same formula, charge and spin) is 136.0 kcal per mole. For the HOMO energy, the calculation gives -8.476 eV. The value obtained for the largest force on an atom is 0.6 eV Å⁻¹. The value obtained for the LUMO energy is 0.3 eV. As for the frontier orbital gap: 8.785 eV.

=====

> Which formula does entry 3 have?

C5H6O